Model i:
Molecular formula: C2H7NO3
Method: DFT, ωB97M-V/def2-TZVPD

CARTESIAN COORDINATES (ANGSTROEM)
O (-1.047, 3.277, 1.054)
O (-1.534, 2.055, -0.841)
C (-0.849, 2.346, 0.301)
N (0.000, 0.000, 0.000)
C (0.244, 1.326, 0.623)
H (-2.322, 2.637, -0.663)
H (-0.252, 0.345, -0.933)
H (-0.885, -0.145, 0.498)
H (0.291, 1.188, 1.720)
H (1.200, 1.780, 0.300)
O (1.697, 3.466, 3.501)
H (2.489, 2.919, 3.300)
H (1.271, 3.015, 4.265)

Output
LUMO: 0.55 eV
Structure (SMILES): NCC(=O)O.O

Model ii:
Molecular formula: C2H7NO3
Method: DFT, ωB97M-V/def2-TZVPD

CARTESIAN COORDINATES (ANGSTROEM)
O (-0.163, -1.897, 0.060)
C (-1.106, -1.318, -0.428)
N (-1.115, 0.008, -0.812)
C (0.123, 0.747, -0.847)
O (0.031, 1.957, -0.123)
H (-2.099, -1.794, -0.543)
H (-1.781, 0.176, -1.551)
H (0.367, 1.079, -1.861)
H (0.914, 0.153, -0.401)
H (-0.080, 1.710, 0.805)
H (1.306, -0.641, 1.638)
H (2.024, 0.124, 2.739)
O (1.692, 0.226, 1.842)

Output
LUMO: 0.74 eV
Structure (SMILES): O=CNCO.O

What should be chosen as the least stable of them? Choose model i.

Model i:
Molecular formula: C4H4N2O2
Method: DFT, ωB97M-V/def2-TZVPD

CARTESIAN COORDINATES (ANGSTROEM)
C (-1.952, -1.510, -0.147)
C (-0.769, -0.459, 1.862)
C (-1.290, -0.875, 0.856)
C (1.661, 0.011, -0.524)
N (-2.359, -2.006, -1.096)
N (0.927, 1.067, -0.413)
O (-0.074, 1.152, -1.417)
O (0.887, 1.857, 0.525)
H (-0.790, 1.711, -1.174)
H (-0.449, -0.229, 2.858)
H (1.724, -0.543, -1.526)
H (2.483, -0.177, 0.197)

Output
LUMO (alpha / beta): 0.41 / -1.87 eV
Spin multiplicity: 3
<S²>: 2.008

Model ii:
Molecular formula: C4H4N2O2
Method: DFT, ωB97M-V/def2-TZVPD

CARTESIAN COORDINATES (ANGSTROEM)
C (0.567, -0.941, -2.179)
C (1.715, -1.276, 0.169)
C (1.232, -1.083, -0.935)
C (-0.571, 0.937, -0.435)
N (0.025, -0.938, -3.172)
N (-0.949, 0.076, 0.426)
O (-0.372, -0.425, 1.417)
O (-2.262, -0.361, 0.248)
H (-2.485, -0.631, 1.169)
H (1.872, -1.075, 1.172)
H (0.484, 1.008, -0.380)
H (-1.239, 1.519, -1.034)

Output
LUMO (alpha / beta): 0.47 / -2.32 eV
Spin multiplicity: 3
<S²>: 2.007

What should be chosen as the least stable of them? Choose model ii.

Model i:
Molecular formula: C2H7NO2Si
Method: DFT, ωB97M-V/def2-TZVPD

CARTESIAN COORDINATES (ANGSTROEM)
C (-1.085, -0.972, -0.465)
C (0.069, 0.011, -0.485)
N (1.326, -0.696, -0.215)
O (1.280, -1.825, 0.210)
O (2.326, -0.022, -0.311)
Si (-0.019, 1.419, 0.882)
H (-0.706, -1.752, -1.122)
H (-1.979, -0.399, -0.737)
H (-1.241, -1.196, 0.494)
H (0.319, 0.583, -1.804)
H (0.829, 2.501, 0.433)
H (-1.493, 1.791, 0.989)
H (0.375, 0.558, 2.131)

Output
LUMO: 0.13 eV

Model ii:
Molecular formula: C2H7NO2Si
Method: DFT, ωB97M-V/def2-TZVPD

CARTESIAN COORDINATES (ANGSTROEM)
C (0.736, 1.610, -0.338)
C (0.702, -1.654, -0.164)
N (-1.772, 0.074, 0.049)
O (-2.356, -0.972, -0.182)
O (-2.312, 1.165, 0.107)
Si (0.039, 0.019, 0.395)
H (1.817, 1.565, -0.443)
H (0.309, 1.807, -1.323)
H (0.497, 2.464, 0.291)
H (1.779, -1.627, -0.311)
H (0.493, -2.413, 0.585)
H (0.243, -1.983, -1.092)
H (-0.175, -0.054, 2.427)

Output
LUMO: -0.07 eV

Model iii:
Molecular formula: C2H7NO2Si
Method: DFT, ωB97M-V/def2-TZVPD

CARTESIAN COORDINATES (ANGSTROEM)
C (-1.356, -1.324, -0.538)
C (-0.362, 1.457, 0.144)
N (3.316, -0.263, -0.088)
O (1.340, -0.522, -0.886)
O (3.273, 0.460, 0.776)
Si (0.132, -0.296, 0.109)
H (-2.118, -0.765, 0.101)
H (-1.485, -1.130, -1.602)
H (-1.309, -2.393, -0.251)
H (0.292, 2.321, 0.060)
H (-1.162, 1.617, -0.567)
H (-0.875, 1.604, 1.148)
H (0.315, -0.769, 1.594)

Output
LUMO (alpha / beta): -1.45 / -1.76 eV

What should be chosen as the least stable of them? Choose model i.

Model i:
Molecular formula: C3HN3O
Method: DFT, ωB97M-V/def2-TZVPD

CARTESIAN COORDINATES (ANGSTROEM)
C (0.931, 1.373, 0.042)
C (0.569, 0.098, -0.412)
C (-2.315, -0.991, 0.731)
N (1.138, 2.498, 0.296)
N (1.080, -0.928, 0.143)
N (1.350, -1.906, 0.606)
O (-2.747, -0.234, -0.005)
H (-0.007, 0.089, -1.402)

Output
LUMO: -0.24 eV

Model ii:
Molecular formula: C3HN3O
Method: DFT, ωB97M-V/def2-TZVPD

CARTESIAN COORDINATES (ANGSTROEM)
C (-2.059, 0.123, -0.053)
C (-0.631, 0.089, -0.196)
C (1.627, 0.238, 0.172)
H (2.642, 0.619, 0.235)
N (-3.232, -0.141, 0.128)
N (-0.119, -1.104, -0.151)
N (1.339, -1.004, -0.004)
O (0.433, 1.180, -0.130)

Output
LUMO: -0.84 eV
Structure (SMILES): N#Cc1nnco1

What should be chosen as the least stable of them? Choose model ii.

Model i:
Molecular formula: C6H14N4
Method: DFT, ωB97M-V/def2-TZVPD

CARTESIAN COORDINATES (ANGSTROEM)
C (0.074, 2.448, 0.435)
C (-0.077, 1.763, -0.694)
C (0.709, 1.923, 1.682)
C (0.529, 0.510, -1.156)
C (0.152, 1.214, 2.660)
C (0.003, -0.702, -0.891)
N (-1.114, -0.892, 0.030)
N (0.264, -1.945, -1.499)
N (-1.047, 0.308, 2.507)
N (1.112, -1.930, -2.573)
H (-0.359, 3.340, 0.541)
H (-0.627, 2.336, -1.395)
H (1.643, 2.218, 1.956)
H (1.293, 0.636, -1.759)
H (0.869, 1.084, 3.501)
H (-0.956, -1.757, 0.560)
H (-1.943, -1.007, -0.538)
H (0.304, -2.859, -1.098)
H (-1.899, 0.734, 2.831)
H (-0.906, -0.489, 3.089)
H (-1.256, 0.270, 1.504)
H (1.131, -2.712, -3.282)
H (2.055, -1.948, -2.394)
H (0.892, -1.224, -3.192)

Output
LUMO: -6.56 eV
Charge: +2
Structure (SMILES): N\C(=C/C=C\C=C/[NH3+])N[NH3+]

Model ii:
Molecular formula: C6H14N4
Method: DFT, ωB97M-V/def2-TZVPD

CARTESIAN COORDINATES (ANGSTROEM)
C (0.208, -1.089, 0.916)
C (-1.740, 0.089, -0.181)
C (-0.996, -1.009, 0.369)
C (1.546, 0.328, 0.949)
C (-1.350, 1.360, -0.552)
C (1.855, 0.183, -1.483)
N (1.740, 0.790, 2.203)
N (-2.012, 2.324, -1.083)
N (2.189, 0.628, -0.133)
N (-1.883, -2.187, 0.424)
H (0.841, -1.963, 1.225)
H (-2.733, -0.194, -0.571)
H (-0.210, 1.387, -0.424)
H (2.689, 0.125, -2.138)
H (1.126, -0.646, -1.433)
H (1.152, 0.938, -1.870)
H (1.190, 0.411, 2.966)
H (2.137, 1.714, 2.301)
H (-2.959, 2.173, -1.453)
H (-1.552, 3.193, -1.178)
H (3.037, 1.183, -0.142)
H (-1.375, -2.974, 0.853)
H (-2.042, -2.538, -0.502)
H (-2.734, -1.917, 0.920)

Output
LUMO: -6.80 eV
Charge: +2

What should be chosen as the least stable of them? Choose model i.

Model i:
Molecular formula: C4H7N3O2
Method: DFT, ωB97M-V/def2-TZVPD

CARTESIAN COORDINATES (ANGSTROEM)
C (0.282, -2.530, 1.057)
C (0.376, 1.162, 0.229)
C (0.598, 2.508, 0.880)
C (0.196, -1.570, -0.008)
N (0.425, -3.006, 2.075)
N (-0.953, -0.843, -2.025)
N (-0.791, -1.658, -0.870)
O (0.571, 0.990, -0.982)
O (-0.060, 0.131, 0.925)
H (0.814, 3.342, 0.198)
H (1.389, 2.271, 1.711)
H (-0.304, 2.838, 1.465)
H (1.143, -1.176, -0.374)
H (-0.199, -0.220, -1.998)
H (-1.815, -0.256, -1.849)
H (-1.673, -1.984, -0.433)

Output
LUMO: -0.18 eV

Model ii:
Molecular formula: C4H7N3O2
Method: DFT, ωB97M-V/def2-TZVPD

CARTESIAN COORDINATES (ANGSTROEM)
C (0.408, -0.294, 0.119)
C (0.062, 1.863, -0.798)
C (-1.264, 1.156, -1.377)
C (-0.944, -0.162, 0.695)
H (2.595, -0.512, -0.131)
H (-0.039, 2.561, 0.139)
H (0.941, 2.425, -1.431)
H (-1.951, 2.026, -1.790)
H (-1.022, 0.571, -2.405)
H (-2.887, 0.548, 0.185)
H (-0.195, -1.281, 2.189)
N (1.022, -1.466, 0.571)
N (-1.854, 0.349, -0.269)
N (-1.068, -0.951, 1.710)
O (2.392, -1.453, 0.369)
O (0.895, 0.548, -0.704)

Output
LUMO: 0.47 eV
Structure (SMILES): [H]/N=C1/NCCO/C1=N\O

Model iii:
Molecular formula: C4H7N3O2
Method: DFT, ωB97M-V/def2-TZVPD

CARTESIAN COORDINATES (ANGSTROEM)
C (-1.349, -1.761, -1.177)
C (0.138, -1.444, 1.165)
C (1.585, -1.157, 0.635)
C (0.133, 0.107, -0.662)
H (-0.663, -1.966, -2.401)
H (-1.911, -2.832, -0.862)
H (-2.230, -1.117, -1.557)
H (-0.166, -2.572, 1.260)
H (0.075, -0.542, 2.153)
H (2.467, -1.811, 1.136)
H (0.016, 0.256, -1.777)
N (-0.632, -0.907, -0.079)
N (1.612, -0.196, -0.204)
N (-0.280, 1.565, 0.061)
O (-0.298, 2.574, -0.682)
O (-0.393, 1.537, 1.162)

Output
LUMO: 0.55 eV

What should be chosen as the least stable of them? Choose model iii.